# 1
{
  "formula": "C32H67AsClDyF7NO5S2SeSi4",
  "method": "wB97M-V/def2-TZVPD",
  "symbols": ["Dy", "F", "C", "F", "F", "S", "O", "O", "N", "S", "O", "O", "C", "F", "F", "F", "F", "O", "H", "H", "Cl", "C", "C", "C", "C", "Si", "C", "C", "C", "C", "C", "C", "C", "C", "H", "H", "H", "H", "H", "H", "H", "H", "H", "H", "H", "H", "H", "H", "H", "H", "H", "H", "H", "H", "H", "H", "H", "H", "H", "H", "H", "C", "C", "C", "C", "C", "C", "Se", "C", "C", "C", "H", "H", "H", "H", "H", "H", "H", "H", "H", "H", "H", "C", "Si", "C", "C", "As", "Si", "C", "C", "C", "Si", "C", "C", "C", "H", "H", "H", "H", "H", "H", "H", "H", "H", "H", "H", "H", "H", "H", "H", "H", "H", "H", "H", "H", "H", "H", "H", "H", "H", "H", "H"],
  "xyz": [[11.595, 10.136, 14.464], [8.520, 9.095, 12.053], [8.249, 8.269, 13.109], [7.894, 9.033, 14.202], [7.192, 7.468, 12.909], [9.858, 7.269, 13.413], [10.621, 7.950, 14.487], [9.300, 6.027, 13.768], [10.617, 7.319, 12.037], [11.979, 7.998, 11.667], [12.132, 8.318, 10.276], [12.304, 9.040, 12.634], [13.404, 6.708, 12.009], [14.503, 7.395, 12.438], [13.064, 5.905, 12.997], [13.755, 6.085, 10.917], [10.764, 11.583, 13.427], [11.667, 11.249, 8.449], [11.536, 10.442, 8.988], [12.628, 11.281, 8.538], [14.013, 10.323, 15.262], [7.978, 16.115, 10.767], [8.081, 14.948, 11.744], [7.222, 15.367, 12.944], [9.549, 14.645, 12.231], [7.264, 13.359, 10.955], [5.658, 12.669, 11.712], [6.161, 12.088, 13.064], [4.640, 13.819, 11.859], [5.079, 11.580, 10.763], [8.115, 12.602, 9.463], [9.196, 11.771, 10.184], [7.276, 11.711, 8.549], [8.817, 13.715, 8.669], [8.166, 15.926, 9.697], [8.549, 16.952, 11.056], [6.935, 16.492, 10.690], [7.529, 16.316, 13.425], [7.216, 14.645, 13.761], [6.156, 15.543, 12.754], [9.874, 15.435, 12.943], [10.248, 14.697, 11.332], [9.663, 13.663, 12.749], [6.434, 12.828, 13.842], [6.988, 11.385, 12.998], [5.267, 11.521, 13.372], [4.724, 14.378, 12.820], [3.575, 13.412, 11.868], [4.658, 14.539, 11.050], [5.565, 10.614, 10.742], [4.979, 11.999, 9.712], [4.026, 11.431, 11.025], [9.596, 12.162, 11.149], [10.167, 11.795, 9.502], [8.983, 10.692, 10.343], [6.973, 10.795, 9.025], [7.885, 11.446, 7.715], [6.368, 12.222, 8.159], [9.389, 14.367, 9.325], [8.149, 14.274, 7.989], [9.554, 13.299, 8.052], [15.103, 9.261, 20.567], [13.919, 9.834, 19.814], [12.870, 8.980, 19.534], [11.766, 9.472, 18.797], [10.553, 8.682, 18.540], [11.778, 10.773, 18.227], [10.513, 11.495, 17.073], [12.816, 11.649, 18.656], [12.766, 13.090, 18.247], [13.880, 11.188, 19.396], [14.887, 8.227, 20.812], [15.284, 9.829, 21.483], [16.010, 9.375, 19.897], [12.819, 7.989, 20.004], [10.739, 7.599, 18.693], [10.056, 8.889, 17.542], [9.779, 8.956, 19.281], [12.973, 13.151, 17.149], [13.591, 13.685, 18.659], [11.739, 13.557, 18.379], [14.686, 11.860, 19.760], [17.831, 13.640, 7.626], [17.046, 14.240, 9.220], [18.202, 15.628, 9.768], [15.232, 14.724, 9.005], [16.804, 12.874, 11.240], [18.130, 10.777, 10.901], [19.981, 11.127, 10.890], [17.659, 9.915, 9.363], [17.760, 9.503, 12.218], [18.017, 14.150, 12.836], [19.849, 14.542, 12.296], [18.079, 13.078, 14.362], [17.149, 15.687, 13.387], [17.452, 14.317, 6.787], [17.527, 12.631, 7.274], [18.909, 13.634, 7.659], [18.164, 16.365, 8.972], [19.274, 15.348, 9.761], [17.964, 16.204, 10.681], [14.919, 14.906, 7.971], [15.049, 15.613, 9.646], [14.600, 13.886, 9.336], [20.336, 11.766, 10.044], [20.559, 10.230, 10.927], [20.255, 11.623, 11.888], [17.542, 10.549, 8.499], [16.607, 9.537, 9.465], [18.268, 9.071, 9.083], [18.730, 9.306, 12.738], [17.379, 8.581, 11.769], [17.006, 9.917, 12.985], [20.597, 14.215, 13.025], [20.038, 15.614, 12.082], [19.955, 13.969, 11.391], [18.944, 12.445, 14.291], [17.123, 12.514, 14.412], [18.106, 13.683, 15.281], [17.130, 16.513, 12.682], [17.544, 16.046, 14.362], [16.151, 15.289, 13.635]],
  "multiplicity": 6,
  "s_squared": 9.766,
  "lumo_energy_ev": [3.47, 3.48],
  "total_charge": -2,
  "de_lowest_kcal_mol": 81.8,
  "homo_lumo_gap_ev": [4.59, 2.38]
}

# 2
{
  "formula": "C32H67F6O28P3S3",
  "method": "wB97M-V/def2-TZVPD",
  "symbols": ["C", "C", "O", "C", "O", "C", "F", "F", "F", "H", "H", "H", "H", "H", "C", "C", "O", "C", "O", "C", "F", "F", "F", "H", "H", "H", "H", "H", "C", "C", "O", "S", "O", "O", "O", "H", "H", "H", "H", "C", "C", "O", "S", "O", "O", "O", "H", "H", "H", "H", "C", "C", "O", "S", "O", "O", "O", "H", "H", "H", "H", "C", "C", "O", "P", "O", "O", "C", "C", "O", "C", "C", "H", "H", "H", "H", "H", "H", "H", "H", "H", "H", "H", "H", "H", "H", "H", "C", "C", "O", "P", "O", "O", "C", "C", "O", "C", "C", "H", "H", "H", "H", "H", "H", "H", "H", "H", "H", "H", "H", "H", "H", "H", "C", "C", "O", "P", "O", "O", "C", "C", "O", "C", "C", "H", "H", "H", "H", "H", "H", "H", "H", "H", "H", "H", "H", "H", "H", "H"],
  "xyz": [[-7.792, -3.133, -3.773], [-6.940, -4.340, -3.678], [-5.841, -4.032, -2.772], [-4.601, -4.175, -3.170], [-4.215, -4.556, -4.332], [-3.599, -3.849, -2.085], [-4.262, -3.436, -1.011], [-2.783, -4.864, -1.913], [-2.872, -2.907, -2.611], [-8.662, -3.458, -4.344], [-7.279, -2.408, -4.404], [-8.051, -2.669, -2.821], [-6.568, -4.799, -4.594], [-7.456, -5.147, -3.159], [4.626, -2.884, 0.400], [3.225, -2.858, 0.028], [2.626, -1.573, -0.019], [2.256, -0.917, 1.146], [2.041, -1.512, 2.226], [2.118, 0.631, 0.980], [1.386, 1.104, 1.969], [3.299, 1.216, 0.889], [1.518, 0.877, -0.223], [5.291, -2.233, -0.168], [4.928, -3.911, 0.194], [4.792, -2.569, 1.430], [2.618, -3.586, 0.566], [3.087, -3.166, -1.008], [6.922, 2.231, -4.017], [8.327, 2.346, -4.609], [8.482, 1.271, -5.467], [7.621, -0.039, -5.003], [8.452, -0.997, -4.305], [6.719, -0.499, -6.011], [6.669, 0.876, -3.925], [6.214, 2.810, -4.609], [6.852, 2.722, -3.047], [9.063, 2.307, -3.806], [8.461, 3.289, -5.139], [1.338, -12.378, -2.474], [0.064, -11.655, -2.191], [0.484, -10.594, -1.339], [1.996, -10.008, -1.760], [2.745, -9.718, -0.533], [1.857, -8.969, -2.776], [2.411, -11.431, -2.468], [1.223, -12.940, -3.401], [1.574, -13.162, -1.754], [-0.716, -12.359, -1.901], [-0.271, -11.139, -3.091], [-0.148, -4.941, 5.982], [-0.464, -4.095, 7.138], [-1.533, -4.784, 7.819], [-1.877, -6.234, 7.095], [-2.996, -5.966, 6.176], [-1.959, -7.277, 8.119], [-0.413, -6.249, 6.337], [0.867, -4.885, 5.591], [-0.806, -4.650, 5.164], [-0.826, -3.118, 6.816], [0.276, -4.038, 7.936], [7.165, -1.567, 4.897], [8.014, -2.131, 6.034], [7.789, -3.537, 6.005], [9.005, -4.620, 5.786], [10.231, -4.277, 6.555], [8.321, -6.057, 6.137], [7.166, -6.359, 5.426], [5.863, -6.356, 6.319], [9.168, -4.796, 4.189], [10.202, -4.010, 3.544], [10.048, -4.153, 1.937], [7.608, -1.925, 3.968], [6.176, -1.955, 5.142], [7.144, -0.477, 4.863], [9.051, -1.815, 5.914], [7.712, -1.748, 7.009], [7.077, -5.799, 4.495], [7.278, -7.391, 5.095], [5.052, -6.875, 5.807], [6.040, -6.738, 7.324], [5.710, -5.287, 6.466], [10.105, -2.954, 3.794], [11.110, -4.471, 3.931], [9.001, -3.929, 1.737], [10.704, -3.515, 1.344], [10.253, -5.192, 1.682], [1.392, 7.763, -3.298], [-0.117, 7.609, -3.331], [-0.666, 8.870, -2.878], [-0.885, 9.232, -1.295], [0.316, 9.366, -0.439], [-1.832, 8.059, -0.798], [-2.194, 7.934, 0.557], [-3.391, 7.068, 0.638], [-1.911, 10.558, -1.306], [-1.407, 11.826, -1.718], [-1.250, 11.935, -3.219], [2.006, 7.001, -3.779], [1.544, 8.676, -3.873], [1.775, 7.927, -2.291], [-0.530, 7.433, -4.325], [-0.542, 6.860, -2.663], [-1.306, 7.682, 1.137], [-2.526, 8.915, 0.896], [-3.874, 7.051, 1.615], [-4.110, 7.209, -0.169], [-3.043, 6.036, 0.679], [-2.097, 12.597, -1.377], [-0.427, 11.997, -1.272], [-0.882, 12.907, -3.545], [-0.550, 11.260, -3.711], [-2.174, 11.762, -3.771], [-10.251, 5.530, 1.296], [-9.978, 4.290, 0.453], [-9.092, 4.683, -0.605], [-8.723, 3.531, -1.747], [-8.318, 2.206, -1.128], [-7.572, 4.207, -2.713], [-6.227, 4.048, -2.460], [-5.569, 3.137, -3.436], [-10.012, 3.428, -2.761], [-10.350, 4.531, -3.573], [-11.721, 5.006, -2.996], [-9.393, 6.200, 1.349], [-11.098, 5.997, 0.793], [-10.588, 5.325, 2.312], [-9.608, 3.420, 0.996], [-10.940, 3.981, 0.043], [-5.874, 5.067, -2.617], [-6.065, 3.657, -1.455], [-4.505, 3.185, -3.205], [-5.972, 2.130, -3.319], [-5.779, 3.352, -4.484], [-9.643, 5.344, -3.737], [-10.406, 4.079, -4.563], [-12.512, 4.255, -3.000], [-11.542, 5.402, -1.996], [-12.068, 5.838, -3.608]],
  "multiplicity": 1,
  "lumo_energy_ev": 0.20,
  "de_lowest_kcal_mol": 143.5,
  "homo_lumo_gap_ev": 10.78
}